1.
{"formula": "C2H8Br2Si3", "method": "ωB97M-V with the def2-TZVPD basis set", "species": ["C", "C", "Si", "Si", "Si", "Br", "Br", "H", "H", "H", "H", "H", "H", "H", "H"], "xyz": [[1.128, 1.098, -0.401], [-1.377, 0.199, 1.018], [-0.790, 1.313, -0.480], [1.561, -0.789, -0.349], [-0.497, -1.471, 0.899], [3.736, -1.267, -0.105], [-2.073, -2.718, -0.118], [1.635, 1.271, -1.315], [1.664, 1.687, 0.349], [-1.135, 0.981, 1.928], [-2.454, 0.142, 1.045], [-1.113, 2.651, -0.099], [-1.368, 0.902, -1.729], [1.611, -1.848, -2.891], [-0.527, -2.151, 2.249]], "forces_ev_per_angstrom": [[-0.2, -1.5, 0.2], [1.4, 2.7, 0.8], [1.1, -1.2, 2.0], [-1.2, -0.1, -0.9], [-0.5, 0.2, 1.0], [-0.5, 0.1, 0.4], [0.5, 0.0, -0.3], [0.3, 0.8, -1.3], [-0.3, -0.1, 0.2], [-0.1, -2.3, -1.9], [-0.4, -0.4, -0.1], [-0.3, 1.0, -0.1], [-0.2, -0.2, -0.7], [-0.2, 0.6, 1.4], [0.6, 0.2, -0.5]], "e_homo_ev": [-9.7, -8.1], "energy_ha": -6097.4479, "e_above_lowest_kj_mol": 337.2, "gap_ev": [8.5, 7.2], "fmax_ha_per_bohr": 0.0610}

***

2.
{"formula": "C2H8Cl2NSi", "method": "ωB97M-V with the def2-TZVPD basis set", "species": ["C", "C", "N", "Si", "Cl", "Cl", "H", "H", "H", "H", "H", "H", "H", "H"], "xyz": [[-0.746, 0.106, -1.120], [-0.104, 1.100, 1.369], [-0.308, -1.271, -1.123], [1.069, -0.240, 1.966], [2.692, -0.497, 0.815], [-0.453, -1.788, 1.754], [-1.815, 0.346, -1.238], [-0.169, 0.867, -1.603], [0.163, 2.042, 0.786], [-1.252, 1.106, 1.477], [-0.156, -1.554, 0.094], [0.478, -1.438, -1.745], [-1.071, -1.901, -1.255], [1.319, -0.055, 3.383]], "forces_ev_per_angstrom": [[-1.6, 0.2, -1.7], [-0.6, 1.7, -0.3], [0.2, 0.9, 2.6], [-2.2, 1.6, 0.0], [0.0, -0.2, -0.1], [0.9, -0.3, 0.5], [0.5, -0.8, 0.5], [1.0, -0.1, 0.1], [0.1, -1.4, 0.9], [2.0, -0.5, 0.2], [0.1, 0.3, -2.3], [0.0, -0.3, 0.2], [-0.6, -0.6, -0.8], [0.3, -0.4, 0.2]], "e_homo_ev": [-12.3, -15.5], "energy_ha": -1345.2911, "spin_multiplicity": 3, "e_above_lowest_kj_mol": 0.0, "total_charge": 1, "gap_ev": [9.1, 9.7], "fmax_ha_per_bohr": 0.0538}

***

3.
{"formula": "C2H8CuN8O14", "method": "ωB97M-V with the def2-TZVPD basis set", "species": ["Cu", "N", "O", "O", "O", "N", "O", "O", "O", "N", "O", "O", "O", "N", "O", "O", "O", "C", "O", "N", "N", "H", "H", "H", "H", "C", "O", "N", "N", "H", "H", "H", "H"], "xyz": [[-0.344, -0.645, 0.322], [2.528, -0.744, 1.948], [3.331, 0.230, 1.834], [2.303, -1.279, 2.951], [1.837, -1.060, 0.980], [-1.028, 0.560, 3.520], [-0.288, -0.220, 4.106], [-1.683, 1.373, 4.184], [-1.115, 0.370, 2.310], [-0.610, -3.512, 2.278], [-0.609, -3.273, 3.504], [-0.544, -2.634, 1.373], [-0.649, -4.688, 1.898], [-3.389, -0.495, -1.039], [-4.097, 0.448, -0.963], [-3.614, -1.357, -1.852], [-2.395, -0.489, -0.348], [0.668, -1.120, -2.756], [0.420, -1.114, -1.584], [0.758, -2.117, -3.544], [0.969, -0.053, -3.485], [0.531, -3.015, -3.141], [1.006, -2.102, -4.523], [1.188, 0.822, -3.029], [1.154, 0.034, -4.474], [0.405, 2.704, -0.116], [0.091, 1.523, -0.092], [1.524, 3.288, 0.186], [-0.457, 3.678, -0.455], [2.061, 2.578, 0.662], [1.667, 4.285, 0.263], [-1.406, 3.382, -0.637], [-0.212, 4.642, -0.281]], "forces_ev_per_angstrom": [[0.1, -0.7, 1.8], [0.1, 3.4, -0.9], [0.5, -0.2, -0.2], [0.5, -2.3, 4.7], [-2.0, -0.3, -4.4], [1.3, -2.6, 2.5], [1.0, -0.1, 1.1], [-0.8, 1.3, -0.9], [-1.3, 1.5, -3.5], [0.3, -0.3, 1.1], [-0.1, 0.6, -1.4], [-0.3, 0.8, -0.1], [-0.1, -0.9, -0.4], [0.4, -0.2, -1.5], [-3.5, 3.9, 0.5], [-0.1, -2.8, -1.6], [4.4, -0.7, 2.8], [0.5, 2.7, 0.0], [-0.6, -0.3, 1.8], [-0.4, -6.8, -1.9], [0.9, 5.3, -0.5], [0.0, 0.0, -0.2], [-0.1, 0.3, 0.6], [-0.4, -0.3, 0.4], [-0.2, -0.9, 0.3], [-3.3, 0.4, -0.5], [0.8, 0.0, -0.3], [4.2, -1.4, 1.3], [-2.5, 0.5, -1.2], [1.3, 0.6, 0.4], [0.0, -0.7, 0.2], [0.0, 0.4, 0.1], [-0.6, -0.4, -0.1]], "e_homo_ev": [-1.8, -1.7], "energy_ha": -3212.4460, "spin_multiplicity": 2, "e_above_lowest_kj_mol": 0.0, "total_charge": -2, "gap_ev": [5.8, 5.2], "fmax_ha_per_bohr": 0.1365}

***

4.
{"formula": "C2H8F3NO7P2S", "method": "ωB97M-V with the def2-TZVPD basis set", "species": ["O", "P", "N", "C", "P", "O", "O", "O", "H", "H", "H", "H", "H", "H", "H", "H", "C", "F", "F", "F", "S", "O", "O", "O"], "xyz": [[2.945, -0.171, -1.310], [1.585, -0.417, -1.941], [0.606, 1.077, -1.757], [-0.613, 0.945, -0.901], [-1.991, 0.017, -1.759], [-1.627, -0.359, -3.185], [-3.305, 1.053, -1.837], [-2.429, -1.324, -0.865], [1.826, -0.545, -3.351], [0.913, -1.564, -1.417], [1.219, 1.786, -1.316], [0.345, 1.390, -2.706], [-1.015, 1.983, -0.733], [-0.400, 0.553, 0.123], [-4.000, 0.568, -2.316], [-2.027, -2.109, -1.270], [0.715, -0.074, 4.094], [-0.607, 0.169, 4.096], [1.311, 1.071, 4.462], [0.941, -0.952, 5.077], [1.316, -0.686, 2.453], [0.983, 0.390, 1.517], [0.568, -1.912, 2.214], [2.740, -0.889, 2.629]], "forces_ev_per_angstrom": [[-3.1, -0.2, -1.1], [5.6, -0.8, 1.1], [-0.9, -0.1, -0.1], [-2.3, 1.1, 0.8], [-1.6, -1.3, -2.4], [0.5, 0.5, 2.5], [2.2, -1.7, 1.2], [0.6, 2.6, -1.0], [-1.2, 0.1, 0.5], [-0.5, 0.9, -0.3], [0.1, -0.5, -0.1], [-0.1, 0.0, 0.3], [0.4, -0.9, -0.2], [0.5, -0.1, -0.6], [0.0, 0.2, 0.1], [-0.1, 0.1, 0.0], [-0.2, 0.3, 0.7], [0.0, -0.1, -0.4], [0.2, 0.0, -0.4], [0.1, -0.2, -0.3], [1.2, -1.5, -0.5], [-0.5, 0.4, -0.1], [-0.2, 0.7, 0.2], [-0.8, 0.5, 0.2]], "e_homo_ev": -8.9, "energy_ha": -2042.9723, "gap_ev": 7.9, "fmax_ha_per_bohr": 0.1122}

***

5.
{"formula": "C2H8F6LiNO8S2", "method": "ωB97M-V with the def2-TZVPD basis set", "species": ["Li", "C", "F", "F", "F", "S", "O", "O", "N", "S", "O", "O", "C", "F", "F", "F", "O", "H", "H", "O", "H", "H", "O", "H", "H", "O", "H", "H"], "xyz": [[1.902, 0.626, -0.790], [-1.216, -2.866, 0.102], [-0.461, -3.313, -0.924], [-2.110, -3.672, 0.621], [-0.336, -2.474, 1.081], [-2.239, -1.320, -0.502], [-1.369, -0.678, -1.474], [-3.511, -1.839, -1.041], [-2.390, -0.603, 1.123], [-1.659, 0.709, 0.831], [-0.197, 0.532, 0.735], [-2.258, 1.536, -0.230], [-1.974, 1.716, 2.509], [-2.034, 0.888, 3.543], [-1.088, 2.593, 2.801], [-3.139, 2.329, 2.283], [1.040, 2.420, -1.147], [0.759, 2.989, -0.430], [0.279, 2.369, -1.725], [1.502, -0.057, -2.532], [2.001, -0.836, -2.778], [0.586, -0.321, -2.623], [2.179, -1.387, -0.068], [2.031, -2.239, -0.478], [2.387, -1.591, 0.843], [3.480, 1.242, 0.141], [4.383, 1.055, -0.115], [3.452, 2.193, 0.244]], "forces_ev_per_angstrom": [[-0.7, -0.2, 0.4], [0.2, 3.1, 0.5], [-0.9, -0.6, 0.7], [0.7, -1.0, -0.4], [-0.9, -0.8, -1.0], [-1.5, -2.1, 0.1], [-0.3, -0.4, 0.7], [2.3, 1.0, 1.6], [-0.9, -2.3, -3.2], [2.1, 4.0, 0.1], [-0.7, 0.7, 0.5], [0.8, -0.4, 1.5], [-1.3, -2.2, -2.0], [-0.6, -0.4, 0.2], [1.8, 1.6, -0.2], [-0.1, -0.1, 0.6], [0.7, 0.1, -0.1], [-0.3, 0.0, 0.3], [-0.4, -0.1, -0.2], [0.4, 0.1, -0.2], [0.2, -0.2, -0.2], [-0.8, -0.1, 0.2], [0.4, 0.3, -0.3], [-0.3, -0.2, -0.1], [-0.1, 0.1, 0.3], [0.0, 0.0, 0.0], [0.3, -0.2, 0.0], [-0.1, 0.4, 0.1]], "e_homo_ev": -9.2, "energy_ha": -2140.8141, "e_above_lowest_kj_mol": 0.0, "gap_ev": 8.6, "fmax_ha_per_bohr": 0.0880}

***

6.
{"formula": "C2H8FP3", "method": "ωB97M-V with the def2-TZVPD basis set", "species": ["F", "C", "C", "P", "P", "P", "H", "H", "H", "H", "H", "H", "H", "H"], "xyz": [[-0.646, -1.885, -0.893], [-0.606, -1.389, 0.298], [-0.465, 0.257, 0.415], [-2.251, 0.855, -0.030], [0.759, 0.885, -0.770], [2.505, -0.220, -0.013], [0.254, -1.878, 0.898], [-1.609, -1.581, 0.770], [-0.435, 0.634, 1.401], [-1.738, 2.173, 0.308], [-2.146, 1.323, -1.409], [0.429, -0.206, -1.670], [3.568, 0.605, -0.619], [2.381, 0.427, 1.314]], "forces_ev_per_angstrom": [[0.1, -0.8, -3.4], [0.4, 2.0, 5.9], [-2.0, -2.9, -2.7], [1.4, 1.8, -0.3], [0.0, -0.1, -0.9], [0.8, 0.4, 0.8], [-1.4, 0.6, -0.9], [1.0, -0.2, 0.0], [0.6, -0.1, 1.2], [-0.9, -0.4, 0.1], [0.2, -0.8, 0.5], [0.3, 1.0, 0.1], [-0.9, -0.3, 0.7], [0.5, -0.3, -1.1]], "e_homo_ev": -8.6, "energy_ha": -1204.8282, "e_above_lowest_kj_mol": 39.5, "smiles": "FC[C@H](P)[PH]#[PH2]", "gap_ev": 9.4, "fmax_ha_per_bohr": 0.1215}

***

- Which formula does entry 2 have?
  C2H8Cl2NSi

***

- Which formula does entry 4 have?
  C2H8F3NO7P2S

***

- Which formula does entry 5 have?
  C2H8F6LiNO8S2